a) Density functional theory data (ωB97M-V with the def2-TZVPD basis set) for an isolated molecule of C5H11OP.

CARTESIAN COORDINATES (ANGSTROEM)
C (0.403, -0.545, -0.073)
C (-0.918, 0.445, 0.053)
C (0.028, -1.635, 0.931)
C (1.826, 0.096, -0.077)
C (-1.093, 1.624, 0.923)
O (0.290, -0.930, -1.571)
P (-0.958, 0.138, -1.677)
H (0.626, -2.467, 0.734)
H (-0.989, -1.961, 0.791)
H (0.146, -1.247, 1.855)
H (2.340, -0.461, -0.776)
H (2.262, 0.097, 0.912)
H (1.831, 1.171, -0.451)
H (-0.304, 2.454, 0.910)
H (-1.100, 1.159, 1.906)
H (-1.886, 2.292, 0.640)
H (-0.503, 0.412, -2.947)
H (-2.001, -0.643, -2.083)

Summary:
Kohn-Sham gap = 7.70 eV
spin multiplicity = 1
highest occupied orbital energy = -0.26692 hartree

Per-atom Mulliken charges, elementary charge units: 1.481, -0.197, -1.694, -1.512, -1.064, -0.489, 0.264, 0.449, 0.370, 0.439, 0.443, 0.351, 0.276, 0.222, 0.294, 0.353, 0.009, 0.006

b) Density functional theory data (ωB97M-V with the def2-TZVPD basis set) for C5H11OP as an isolated structure.

CARTESIAN COORDINATES (ANGSTROEM)
C (-0.044, -1.622, 0.451)
C (-1.101, -0.538, 0.207)
C (1.163, -1.418, -0.461)
C (-0.549, 0.814, 0.564)
C (-1.036, 2.031, -0.154)
O (2.877, 0.625, 0.456)
P (1.634, 0.351, -0.267)
H (0.293, -1.546, 1.488)
H (-0.473, -2.616, 0.306)
H (-1.414, -0.554, -0.839)
H (-1.972, -0.757, 0.833)
H (2.003, -2.044, -0.154)
H (0.905, -1.622, -1.498)
H (-0.421, 0.949, 1.631)
H (-0.914, 1.935, -1.233)
H (-0.477, 2.903, 0.182)
H (-2.093, 2.207, 0.052)
H (1.616, 0.904, -1.563)

Summary:
Kohn-Sham gap = 9.63 eV
spin multiplicity = 1
highest occupied orbital energy = -0.31689 hartree

Per-atom Mulliken charges, elementary charge units: -0.697, -0.472, -0.655, -0.151, -1.378, -0.646, 0.524, 0.321, 0.343, 0.274, 0.324, 0.344, 0.377, 0.367, 0.332, 0.378, 0.376, 0.041

c) Density functional theory data (ωB97M-V with the def2-TZVPD basis set) for a 2-piece molecular cluster, C5H11OP overall.

CARTESIAN COORDINATES (ANGSTROEM)
C (1.376, 1.535, -0.654)
C (0.857, 0.493, 0.451)
C (2.019, -0.414, 0.772)
P (-0.731, -0.256, -0.395)
O (-0.337, -1.855, -0.796)
H (2.183, 2.118, -0.227)
H (1.709, 1.259, -1.681)
H (0.590, 2.334, -0.839)
H (0.547, 1.122, 1.223)
H (2.167, -1.114, 0.009)
H (1.709, -1.012, 1.590)
H (2.847, 0.149, 1.092)
H (-1.284, -0.586, 0.784)
H (0.479, -1.901, -1.473)
C (-3.559, -0.335, -0.568)
C (-3.593, -0.757, 0.518)
H (-3.309, 0.571, -1.128)
H (-3.671, -1.349, 1.321)

Summary:
Kohn-Sham gap = 9.31 eV
spin multiplicity = 1
SMILES = CC(C)PO.C#C
highest occupied orbital energy = -0.31666 hartree

Per-atom Mulliken charges, elementary charge units: -1.370, 0.153, -1.405, 0.304, -0.572, 0.395, 0.327, 0.364, 0.389, 0.272, 0.379, 0.458, -0.077, 0.336, -0.350, -0.413, 0.371, 0.439

Most stable: b) (next structure +3.685 eV)

a) Density functional theory data (ωB97M-V with the def2-TZVPD basis set) for an isolated molecule of C17H29N5O7.

CARTESIAN COORDINATES (ANGSTROEM)
C (0.848, 0.401, -4.672)
O (0.416, 1.207, -3.594)
C (1.308, 2.276, -3.316)
C (0.796, 3.061, -2.141)
O (0.916, 2.253, -0.984)
C (0.333, 2.850, 0.158)
C (0.492, 1.943, 1.361)
O (-0.112, 2.161, 2.396)
N (1.355, 0.913, 1.204)
C (1.597, -0.032, 2.268)
C (2.155, -1.338, 1.710)
O (3.329, -1.123, 0.943)
C (4.425, -0.572, 1.648)
C (2.298, -2.377, 2.832)
C (0.917, -3.056, 2.918)
N (0.213, -2.629, 1.705)
C (-1.132, -2.409, 1.743)
O (-1.814, -2.790, 2.679)
C (-1.725, -1.680, 0.552)
C (-3.243, -1.647, 0.587)
C (-3.823, -1.040, -0.682)
N (-3.423, 0.346, -0.886)
C (-2.357, 0.857, -1.576)
O (-1.505, 0.038, -2.188)
N (-2.329, 2.150, -1.535)
N (-3.433, 2.552, -0.768)
C (-4.036, 1.470, -0.415)
O (-5.146, 1.356, 0.327)
C (1.146, -2.010, 0.782)
H (0.109, -0.385, -4.809)
H (0.921, 0.990, -5.591)
H (1.822, -0.050, -4.458)
H (2.306, 1.876, -3.098)
H (1.380, 2.931, -4.192)
H (1.393, 3.976, -2.032)
H (-0.252, 3.332, -2.298)
H (0.818, 3.806, 0.395)
H (-0.733, 3.031, 0.004)
H (1.864, 0.841, 0.337)
H (2.282, 0.375, 3.019)
H (0.656, -0.221, 2.788)
H (5.277, -0.602, 0.973)
H (4.245, 0.467, 1.939)
H (4.664, -1.154, 2.543)
H (3.070, -3.092, 2.543)
H (2.588, -1.931, 3.784)
H (1.005, -4.142, 2.956)
H (0.337, -2.745, 3.786)
H (-1.328, -0.659, 0.549)
H (-1.375, -2.141, -0.375)
H (-3.637, -2.659, 0.698)
H (-3.586, -1.086, 1.458)
H (-3.499, -1.598, -1.562)
H (-4.911, -1.057, -0.652)
H (-0.810, 0.582, -2.630)
H (-5.410, 2.251, 0.576)
H (0.664, -1.307, 0.109)
H (1.673, -2.760, 0.184)

Summary:
Kohn-Sham gap = 9.02 eV
spin multiplicity = 1
SMILES = COCCOCC(=O)NC[C@@]1(OC)CCN(C(=O)CCCn2c(O)nnc2O)C1
highest occupied orbital energy = -0.31134 hartree

Per-atom Mulliken charges, elementary charge units: -0.966, -0.432, -0.691, -0.699, -0.219, -0.385, 0.365, -0.712, 0.137, -1.926, 1.682, -0.508, -0.786, -1.107, -0.937, 0.049, 0.523, -0.708, 0.146, -0.623, -1.100, 0.393, 0.303, -0.497, -0.085, -0.951, 0.588, -0.492, -0.778, 0.310, 0.317, 0.344, 0.353, 0.435, 0.389, 0.395, 0.427, 0.267, 0.422, 0.542, 0.512, 0.304, 0.266, 0.320, 0.469, 0.367, 0.381, 0.366, -0.183, 0.429, 0.380, 0.296, 0.355, 0.453, 0.687, 0.384, 0.131, 0.293

b) Density functional theory data (ωB97M-V with the def2-TZVPD basis set) for an isolated molecule of C17H29N5O7.

CARTESIAN COORDINATES (ANGSTROEM)
C (-3.319, 7.197, 0.544)
O (-2.467, 6.169, 0.098)
C (-2.935, 5.572, -1.086)
C (-2.020, 4.444, -1.477)
O (-2.151, 3.388, -0.519)
C (-1.296, 2.253, -0.737)
C (-0.986, 2.040, -2.219)
O (0.071, 2.367, -2.727)
N (-2.039, 1.508, -2.875)
C (-2.089, 1.282, -4.296)
C (-2.689, 2.447, -5.107)
O (-1.845, 3.578, -5.144)
C (-0.572, 3.392, -5.744)
C (-3.133, 1.913, -6.478)
C (-4.490, 1.265, -6.192)
N (-4.991, 2.014, -5.037)
C (-6.227, 1.771, -4.541)
O (-6.925, 0.873, -4.986)
C (-6.721, 2.723, -3.457)
C (-7.888, 2.160, -2.640)
C (-7.510, 1.949, -1.176)
N (-6.317, 1.115, -1.068)
C (-5.025, 1.520, -0.880)
O (-4.762, 2.763, -0.505)
N (-4.182, 0.566, -1.131)
N (-4.934, -0.552, -1.523)
C (-6.167, -0.181, -1.478)
O (-7.252, -0.905, -1.764)
C (-4.008, 2.950, -4.521)
H (-2.890, 7.607, 1.455)
H (-3.405, 7.996, -0.202)
H (-4.323, 6.814, 0.761)
H (-3.961, 5.203, -0.950)
H (-2.951, 6.303, -1.907)
H (-2.274, 4.097, -2.482)
H (-0.984, 4.794, -1.490)
H (-0.350, 2.421, -0.221)
H (-1.811, 1.391, -0.314)
H (-2.779, 1.109, -2.295)
H (-1.086, 1.070, -4.670)
H (-2.696, 0.391, -4.468)
H (-0.153, 4.386, -5.883)
H (0.094, 2.819, -5.097)
H (-0.659, 2.911, -6.723)
H (-3.242, 2.756, -7.163)
H (-2.426, 1.205, -6.912)
H (-5.184, 1.351, -7.028)
H (-4.413, 0.203, -5.948)
H (-5.896, 3.008, -2.806)
H (-7.009, 3.646, -3.969)
H (-8.760, 2.813, -2.688)
H (-8.186, 1.205, -3.075)
H (-7.269, 2.888, -0.680)
H (-8.320, 1.471, -0.627)
H (-3.778, 2.914, -0.447)
H (-6.951, -1.753, -2.116)
H (-3.982, 2.957, -3.433)
H (-4.172, 3.971, -4.879)

Summary:
Kohn-Sham gap = 9.57 eV
spin multiplicity = 1
SMILES = COCCOCC(=O)NC[C@@]1(OC)CCN(C(=O)CCCn2c(O)nnc2O)C1
highest occupied orbital energy = -0.32905 hartree

Per-atom Mulliken charges, elementary charge units: -0.754, -0.324, -0.710, 0.261, -0.570, -0.684, 0.455, -0.654, 0.218, -2.026, 1.727, -0.479, -0.772, -1.040, -0.886, 0.258, 0.366, -0.719, 0.364, -0.903, -0.963, 0.249, 0.406, -0.533, -0.052, -1.102, 0.599, -0.493, -0.253, 0.250, 0.307, 0.289, 0.252, 0.474, -0.260, 0.544, 0.336, 0.474, 0.265, 0.451, 0.634, 0.315, 0.261, 0.321, 0.451, 0.435, 0.383, 0.382, -0.560, 0.724, 0.340, 0.431, 0.401, 0.382, 0.588, 0.386, -0.403, 0.163

Most stable: a) (next structure +0.113 eV)

a) Density functional theory data (ωB97M-V with the def2-TZVPD basis set) for an isolated molecule of CH3NOS2.

CARTESIAN COORDINATES (ANGSTROEM)
C (-0.312, -0.083, -0.975)
N (0.195, 1.182, 0.639)
O (0.015, 0.289, 1.575)
S (-0.922, -1.528, -0.181)
S (0.415, -1.343, 1.326)
H (-1.209, 0.443, -1.496)
H (0.686, -0.258, -1.360)
H (1.131, 1.298, 0.471)

Summary:
Kohn-Sham gap = 9.05 eV
spin multiplicity = 1
highest occupied orbital energy = -0.32877 hartree

Per-atom Mulliken charges, elementary charge units: -0.432, -0.292, -0.170, -0.012, 0.062, 0.277, 0.328, 0.239

b) Density functional theory data (ωB97M-V with the def2-TZVPD basis set) for an isolated molecule of CH3NOS2.

CARTESIAN COORDINATES (ANGSTROEM)
O (2.016, -0.184, -0.680)
C (0.932, -0.499, -0.411)
N (-0.049, 0.326, -0.043)
S (-0.021, 1.938, 0.035)
S (-1.546, -0.655, 0.624)
H (0.451, -1.588, -0.478)
H (0.136, 2.161, 1.359)
H (-1.920, -1.499, -0.404)

Summary:
Kohn-Sham gap = 9.64 eV
spin multiplicity = 1
SMILES = O=CN(S)S
highest occupied orbital energy = -0.36149 hartree

Per-atom Mulliken charges, elementary charge units: -0.436, 0.377, -0.167, -0.075, -0.101, 0.109, 0.132, 0.161

Most stable: b) (next structure +2.642 eV)